(1)
C5H8O in the gas phase at a distorted geometry, computed with ωB97M-V/def2-TZVPD.

```
! wB97M-V def2-TZVPD RIJCOSX def2/J DEFGRID3
* xyz 0 1
O -2.3414 1.5238 -0.4533
C 1.2303 0.2325 0.2089
C 1.2921 -1.1693 0.2749
C 0.3126 -2.1080 0.0640
C 0.0161 1.0673 0.0514
C -1.3029 0.6620 -0.4416
H -0.1862 1.3810 1.1036
H -2.0274 2.4238 -0.2690
H 2.2794 -1.5609 0.5482
H 0.3043 2.0126 -0.4481
H 2.1367 0.8021 0.4050
H -0.6969 -1.8837 -0.2633
H -1.6189 -0.3443 -0.6929
H 0.5223 -3.1648 0.2361
*
```

As for the energy relative to the best compared isomer or geometry (same formula, charge and spin): 93.5 kcal per mole. The calculation puts the HOMO-LUMO gap (alpha / beta) at 6.64 / 8.32 eV. The total energy is -7358.1990 eV.



(2)
C16H17BN4O3 in the gas phase at a distorted geometry, computed with ωB97M-V/def2-TZVPD.

```
! wB97M-V def2-TZVPD RIJCOSX def2/J DEFGRID3
* xyz 0 1
O 6.2447 -3.1885 0.2642
O 1.6719 2.5775 -1.7650
O 1.7381 1.4884 2.9729
N -3.1383 -0.5968 -1.1707
N -5.0454 0.2802 -2.4198
N -5.1619 -0.2323 -0.0109
N 4.9175 -3.2364 2.3532
C 0.0530 1.6470 -0.1972
C -4.3321 0.3061 -1.1303
C 1.4325 1.7491 -0.9253
C -1.2075 1.8297 -0.8867
C -1.1807 1.1802 2.0140
C 2.4566 0.6476 -0.4945
C 0.0318 1.3166 1.2393
C 3.3273 -0.7131 1.4037
C 1.4411 1.0956 1.8742
C -2.4241 1.6636 -0.0970
C -3.8206 1.8069 -0.8226
C 4.2031 -1.0505 -0.9282
C -2.4461 1.3617 1.3240
C 2.4378 0.3267 0.9459
C 4.2267 -1.4485 0.4900
C 3.3231 -0.0088 -1.4449
B 5.1709 -2.6268 1.0121
H -4.5531 2.3867 -0.2161
H 3.2702 0.2822 -2.5189
H -1.0695 0.9366 3.0960
H -3.4146 1.2438 1.8499
H -3.4697 -1.5636 -1.1830
H 3.2972 -0.9518 2.4952
H -1.1916 2.0493 -1.9758
H -5.7138 -0.4903 -2.4693
H -4.4973 -0.7594 0.5716
H -3.6047 2.2719 -1.8231
H 4.8923 -1.6134 -1.6036
H 4.5102 -2.5595 3.0018
H -4.3870 0.1027 -3.1854
H 4.1520 -3.9060 2.1773
H -2.5754 -0.4196 -2.0031
H -5.3669 0.5889 0.5708
H 5.8023 -3.7735 -0.3844
*
```

The calculation puts the HOMO-LUMO gap at 7.98 eV. The SMILES is NB(O)c1ccc2c(c1)C(=O)c1ccc(CC(N)(N)N)cc1C2=O. The total energy is -29647.0480 eV.



(3)
A molecular structure, C35H31F6N5NaO12S2Te at a distorted geometry, computed with ωB97M-V/def2-TZVPD.

```
! wB97M-V def2-TZVPD RIJCOSX def2/J DEFGRID3
* xyz -2 2
Te 1.0478 -0.2971 -2.8460
S -2.3587 -1.6908 -1.5574
S -0.9714 -3.1247 0.2592
Na -0.1635 -0.1721 0.1130
F -4.8386 -1.1966 -0.7218
F -4.7187 -2.4465 -2.4735
F -4.2813 -0.3314 -2.6279
F 0.0183 -4.4932 -1.8192
F 0.0984 -5.5446 0.0645
F -1.7814 -5.3546 -0.9858
O 3.8708 1.5181 4.3765
O 3.0551 -0.8611 -0.8521
O 3.1546 1.6242 2.3483
O -0.7940 -0.4118 7.7078
O 0.9303 0.3680 1.7630
O -1.8987 -2.2838 -2.7984
O -0.9616 -3.5879 1.6074
O -2.5477 -1.1524 3.4515
O 0.0792 -2.2448 -0.2472
O -1.4628 -0.7905 1.5778
O -1.8451 -0.3607 -1.2598
O 1.1712 0.4137 8.0030
N -2.4028 -2.7017 -0.3348
N 3.5992 -1.0131 0.3058
N 3.0059 1.2960 3.5208
N 0.2610 0.0326 7.2796
N -1.5160 -0.7496 2.8520
C -0.6467 -4.7110 -0.6842
C -0.5600 3.1669 1.6994
C -1.8410 0.6403 -5.9979
C 0.4335 0.1005 5.8216
C 2.9412 -1.6992 1.2632
C -1.8942 2.9037 1.9726
C -4.2653 2.3088 1.1806
C 3.4922 -1.8432 2.5187
C 5.3788 -0.5864 1.8041
C -1.5708 1.9546 -6.3476
C 1.3858 3.3708 0.1075
C 4.7269 -1.2851 2.8053
C -0.6049 -0.3547 4.9943
C 0.7793 0.2682 2.9878
C 3.3474 0.4327 -4.7123
C 4.8001 -0.4597 0.5612
C 5.1688 1.9370 -4.2613
C -2.7943 2.6131 0.9481
C 4.5117 1.0722 -5.1222
C 1.7598 0.7096 3.9513
C -0.5417 2.6325 -5.7059
C -4.1575 -1.4116 -1.8404
C 2.8283 0.6603 -3.4435
C 3.4884 1.5307 -2.5826
C -4.6505 2.1104 2.6388
C 1.5994 0.6202 5.3435
C 0.2059 1.9986 -4.7232
C -0.4476 -0.2972 3.6170
C 4.6542 2.1647 -2.9919
C -1.0850 -0.0013 -5.0233
C -0.0537 0.6747 -4.3823
C -2.3045 2.6072 -0.3499
C -0.9738 2.8817 -0.6269
C -5.1315 3.3976 0.5463
C -0.0731 3.1574 0.3951
H 1.5654 3.4246 -0.9671
H 5.1564 2.8412 -2.3115
H -0.6243 2.8591 -1.6541
H -1.5200 -0.7583 5.3934
H 4.9026 0.8848 -6.1152
H -1.3077 -1.0260 -4.7561
H -2.1594 2.4526 -7.1076
H 6.0785 2.4336 -4.5760
H -6.1926 3.1716 0.6727
H -2.2253 2.8865 3.0006
H 5.1540 -1.3631 3.7941
H 2.3760 0.9687 6.0042
H 0.9957 2.5492 -4.2250
H -2.9715 2.3662 -1.1688
H 2.9158 -2.3755 3.2622
H 5.2090 0.0845 -0.2752
H -0.3232 3.6629 -5.9592
H -4.4671 1.3690 0.6569
H -2.6459 0.0996 -6.4808
H 1.7518 4.2952 0.5604
H 3.0961 1.7081 -1.5928
H -4.9336 3.5048 -0.5210
H -5.7069 1.8417 2.7074
H 2.8388 -0.2426 -5.3882
H -4.9314 4.3626 1.0190
H -4.0832 1.3117 3.1074
H 6.3256 -0.0968 1.9776
H 1.9783 -2.0698 0.9487
H -4.5127 3.0320 3.2128
H 0.1244 3.3479 2.5203
H 1.9773 2.5530 0.5225
*
```

As for the energy relative to the best compared isomer or geometry (same formula, charge and spin): 22.2 kcal per mole. The calculation puts the HOMO-LUMO gap (alpha / beta) at 4.01 / 6.73 eV. The total energy is -118497.6962 eV.



(4)
A molecular structure, C35H44Cl2N3O7P2RuSb2 at a distorted geometry, computed with ωB97M-V/def2-TZVPD.

```
! wB97M-V def2-TZVPD RIJCOSX def2/J DEFGRID3
* xyz 3 5
Sb 0.7748 -2.0802 -2.2744
Sb -1.0377 -2.8407 -0.1896
Ru -0.2509 0.8842 -0.4528
Cl 4.6451 0.6511 -2.2915
Cl 2.3556 0.6723 -0.4600
P -1.0027 1.6900 2.1695
P -2.1259 -1.0605 2.1263
O -3.6514 -1.2013 1.7425
O -1.7157 2.1775 0.9468
O -0.8888 2.7837 3.3248
O 0.2508 7.9926 -1.3858
O -1.5642 -2.2432 2.8261
O -1.4259 -0.7466 0.7816
O 0.3427 1.0576 1.8938
N -0.9517 0.0392 4.2849
N 0.0752 2.8768 -1.3394
N 0.4186 5.2646 -0.8834
C -1.8867 -6.8652 -1.5411
C 0.2361 4.0109 -1.1218
C -1.1911 -4.7372 -5.0933
C -1.9265 0.4460 3.1754
C -0.6550 -7.0996 0.5257
C 0.5321 0.5661 -3.8043
C 1.0884 -5.5095 -4.9668
C 1.6100 5.9984 -1.3720
C 2.3481 -0.8545 -4.5507
C -0.1919 -5.6153 -5.4955
C -2.8038 -0.8830 -1.7982
C -0.9133 -3.7539 -4.1553
C 1.3035 -0.5837 -3.6757
C -3.9917 -0.3655 -2.2827
C 2.4331 -2.8167 -1.1449
C -2.7776 -2.1413 -1.2211
C 1.1390 7.2110 -2.1565
C -1.2983 -4.9257 -0.2553
C 3.7239 1.6198 -1.1722
C -3.2452 0.9632 3.7445
C 1.9091 -3.5025 0.1298
C -5.1261 -2.3807 -1.6076
C 0.8171 1.4698 -4.8197
C -0.5933 6.0838 -0.1772
C -5.1582 -1.1186 -2.1790
C -0.9262 7.2987 -1.0268
C 0.8397 -2.7090 0.8863
C 1.8651 1.2120 -5.6936
C 1.3758 -4.5277 -4.0269
C -1.2553 -7.6645 -0.5963
C 2.6308 0.0607 -5.5549
C -3.9307 -2.9016 -1.1190
C -0.6668 -5.7266 0.7011
C 0.3696 -3.6567 -3.6206
C -1.9157 -5.4879 -1.3764
H 4.3532 1.9029 -0.3396
H 3.0951 -1.9872 -0.9109
H -2.4003 -4.8688 -2.1186
H 2.2142 5.3435 -1.9965
H 0.0069 0.2516 3.9838
H -1.9048 -0.2755 -1.8687
H 0.6488 -3.0984 1.8816
H -2.3577 -7.3111 -2.4078
H -6.0928 -0.7126 -2.5437
H 1.0675 -1.6449 0.9507
H -1.0073 -0.9769 4.4375
H -3.9255 1.1884 2.9251
H -0.4101 -6.3811 -6.2285
H -3.9157 -3.8816 -0.6630
H 2.7505 -3.6535 0.8095
H -0.1733 -7.7318 1.2603
H -1.4907 6.9976 -1.9172
H -1.5274 7.9882 -0.4392
H 1.8677 -6.1879 -5.2887
H -3.7234 0.2240 4.3910
H -2.1852 -4.8145 -5.5160
H 3.4528 -0.1301 -6.2330
H 2.3815 -4.4539 -3.6314
H 3.3028 2.4748 -1.6846
H -0.2115 -5.2900 1.5814
H -4.0118 0.6182 -2.7347
H -0.3061 0.7626 -3.1461
H 1.9919 7.8423 -2.3913
H -0.7981 3.7025 3.0426
H 2.0745 1.9043 -6.4983
H 1.5316 -4.4959 -0.1159
H -1.2359 -8.7382 -0.7310
H 0.6617 6.8875 -3.0896
H -4.2129 -1.6203 2.4106
H -1.6941 -3.0621 -3.8551
H -3.0881 1.8829 4.3079
H -6.0329 -2.9660 -1.5285
H -1.1376 0.5479 5.1504
H 2.1964 6.3202 -0.5108
H -1.4781 5.4807 0.0177
H -0.1602 6.4175 0.7672
H 2.9763 -3.5209 -1.7702
H 2.9348 -1.7621 -4.4595
H 0.2127 2.3606 -4.9322
*
```

As for the energy relative to the best compared isomer or geometry (same formula, charge and spin): 30.3 kcal per mole. The calculation puts the HOMO-LUMO gap (alpha / beta) at 7.03 / 6.59 eV. The total energy is -115068.2643 eV.



(5)
2 unconnected molecules or ions with the total composition C5H11N3S at a distorted geometry, computed with ωB97M-V/def2-TZVPD.

```
! wB97M-V def2-TZVPD RIJCOSX def2/J DEFGRID3
* xyz 0 3
S -0.0098 -1.3315 -4.4673
N 0.6399 -0.5715 1.4870
N 0.8091 0.7062 1.7721
N -0.3419 0.6183 -2.5776
C 0.7905 -0.9081 0.2580
C 0.4733 -2.3527 -0.0486
C 0.1305 1.0872 3.0525
C -0.3223 -0.2291 -3.4455
C -1.1916 1.3954 -1.6844
H 1.0099 -2.9994 0.6832
H -1.0822 2.4261 -2.0683
H -0.8014 1.3065 -0.6031
H 1.1801 -0.2115 -0.5852
H 0.1504 2.1953 3.1394
H -0.9090 0.6801 3.0102
H -2.2831 1.3042 -1.8809
H 0.6927 0.6267 4.0132
H 0.9635 1.3905 0.9990
H 0.6962 -2.5746 -1.0584
H -0.5949 -2.5581 0.0048
*
```

As for the energy relative to the best compared isomer or geometry (same formula, charge and spin): 0.0 kcal per mole. The calculation puts the HOMO-LUMO gap (alpha / beta) at 5.37 / 8.03 eV. The total energy is -20662.7155 eV.



(6)
2 unconnected molecules or ions with the total composition C3H8S2 at a distorted geometry, computed with ωB97M-V/def2-TZVPD.

```
! wB97M-V def2-TZVPD RIJCOSX def2/J DEFGRID3
* xyz 0 1
S 1.5563 1.0801 0.4160
S -1.3334 -1.7598 -0.4172
C 2.1659 -0.5753 0.0827
C -1.2712 0.9660 -0.4890
C -1.3795 -0.2308 0.4718
H -2.1915 1.0055 -1.1513
H 1.3541 -1.3241 0.0789
H 2.6895 -0.6223 -0.9019
H -1.1140 1.9398 -0.0142
H -2.3889 -0.1786 1.0378
H -0.5197 -0.2602 1.1718
H 2.8755 -0.8248 0.8317
H -0.4431 0.7846 -1.1173
*
```

As for the energy relative to the best compared isomer or geometry (same formula, charge and spin): 108.8 kcal per mole. The calculation puts the HOMO-LUMO gap at 4.52 eV. The total energy is -24906.6811 eV.